Entry 1:
ORCA calculation (ωB97M-V with the def2-TZVPD basis set) on a structure of composition C32H31ClCsN5O6.

Summary:
HOMO ... -2.341 eV
Largest force on an atom ... 0.0187 Eh/bohr
Net charge ... -2
Energy above the lowest of the compared OMol25 structures with the same formula, charge and spin ... 0.0 kJ/mol

CARTESIAN COORDINATES (ANGSTROEM)
1 Cs 0.124 1.386 0.514
2 C 0.030 -2.704 -1.175
3 N -0.519 -2.914 0.154
4 C 0.436 -3.553 1.041
5 C 1.519 -2.585 1.503
6 C 0.971 -1.481 2.407
7 N 1.764 -0.276 2.269
8 C 2.525 0.067 3.225
9 C 3.407 1.229 3.256
10 C 4.495 1.166 4.131
11 C 5.450 2.161 4.215
12 C 5.295 3.282 3.386
13 C 4.220 3.404 2.542
14 C 3.188 2.407 2.447
15 O 2.161 2.588 1.734
16 C -1.840 -3.536 0.141
17 C -3.007 -2.562 0.363
18 C -3.672 -1.992 -0.890
19 N -2.763 -1.172 -1.675
20 C -2.819 0.090 -1.559
21 C -3.764 0.878 -0.714
22 C -4.909 1.420 -1.277
23 C -5.825 2.147 -0.523
24 C -5.556 2.329 0.833
25 C -4.416 1.813 1.416
26 C -3.451 1.067 0.673
27 O -2.377 0.608 1.191
28 H 0.349 -3.659 -1.637
29 H 0.893 -2.041 -1.150
30 H -0.718 -2.232 -1.807
31 H 0.908 -4.434 0.562
32 H -0.102 -3.917 1.922
33 H 1.988 -2.115 0.638
34 H 2.310 -3.136 2.023
35 H 0.930 -1.823 3.453
36 H -0.054 -1.259 2.086
37 H 2.574 -0.567 4.130
38 H 4.592 0.279 4.754
39 H 6.290 2.076 4.892
40 H 6.035 4.076 3.417
41 H 4.098 4.281 1.917
42 H -1.869 -4.275 0.946
43 H -1.992 -4.099 -0.794
44 H -2.661 -1.732 0.984
45 H -3.792 -3.088 0.918
46 H -4.567 -1.439 -0.585
47 H -3.989 -2.823 -1.532
48 H -2.088 0.647 -2.154
49 H -5.091 1.262 -2.337
50 H -6.716 2.559 -0.979
51 H -6.254 2.892 1.446
52 H -4.213 1.965 2.470
53 O 2.494 1.165 -6.668
54 C 3.057 0.027 -6.577
55 O 3.607 -0.592 -7.486
56 C 2.984 -0.639 -5.217
57 C 3.578 -1.828 -4.869
58 Cl 4.594 -2.867 -5.769
59 N 3.309 -2.073 -3.560
60 N 2.559 -1.094 -3.030
61 C 2.339 -0.235 -4.008
62 C 1.470 0.961 -3.671
63 O 1.319 1.850 -4.604
64 O 0.950 1.029 -2.574
65 C 3.706 -3.144 -2.715
66 C 4.151 -2.837 -1.436
67 C 4.494 -3.863 -0.571
68 C 4.402 -5.186 -0.981
69 C 3.952 -5.481 -2.260
70 C 3.594 -4.462 -3.131
71 H 1.807 1.552 -5.531
72 H 4.199 -1.801 -1.130
73 H 4.827 -3.622 0.430
74 H 4.668 -5.985 -0.301
75 H 3.860 -6.511 -2.581
76 H 3.215 -4.685 -4.118

=====

Entry 2:
ORCA calculation (ωB97M-V with the def2-TZVPD basis set) on a cluster of 5 separate species, C31H40F7NO17 in total in a non-equilibrium geometry.

Summary:
HOMO ... -10.256 eV
Largest force on an atom ... 0.0566 Eh/bohr
SMILES ... CC[C@@H](C)c1cc2c(cc1C(=O)C(F)(F)C(F)(F)C(F)(F)C(=O)O)C(=O)N([C@H](C)F)C2=O.COC(=O)OC.COC(=O)OC.COC(=O)OC.COC(=O)OC
Net charge ... 0

CARTESIAN COORDINATES (ANGSTROEM)
1 C 1.827 -3.617 3.117
2 C 2.723 -3.408 1.902
3 C 2.298 -2.266 0.927
4 C 1.981 -2.853 -0.444
5 C 1.183 -1.392 1.466
6 C -0.081 -1.695 1.079
7 C -1.106 -0.947 1.536
8 C -0.864 0.072 2.385
9 C 0.358 0.398 2.811
10 C 1.405 -0.344 2.332
11 C 2.793 -0.033 2.774
12 O 3.628 -0.888 3.010
13 C 3.253 1.453 2.995
14 F 2.274 2.238 3.471
15 F 4.191 1.410 3.946
16 C 3.923 2.099 1.756
17 F 4.703 3.098 2.205
18 F 4.719 1.219 1.161
19 C 2.957 2.755 0.747
20 F 3.736 3.299 -0.222
21 F 2.282 3.754 1.295
22 C 2.042 1.766 -0.012
23 O 2.414 0.654 -0.287
24 O 0.827 2.284 -0.354
25 C -2.187 0.694 2.703
26 O -2.334 1.701 3.363
27 N -3.193 -0.059 2.074
28 C -4.297 0.743 1.520
29 C -5.225 1.293 2.562
30 F -5.028 0.020 0.632
31 C -2.575 -1.061 1.286
32 O -3.082 -1.898 0.576
33 H 1.698 -2.728 3.720
34 H 2.317 -4.344 3.761
35 H 0.869 -4.060 2.863
36 H 3.713 -3.168 2.272
37 H 2.810 -4.338 1.349
38 H 3.155 -1.609 0.813
39 H 2.870 -3.231 -0.930
40 H 1.433 -2.181 -1.098
41 H 1.343 -3.726 -0.301
42 H -0.298 -2.520 0.425
43 H 0.460 1.208 3.509
44 H 0.886 2.568 -1.275
45 H -3.853 1.562 0.953
46 H -5.792 0.481 3.006
47 H -4.700 1.814 3.352
48 H -5.879 2.011 2.083
49 C -2.788 -2.779 -6.166
50 O -3.287 -1.863 -5.191
51 C -3.880 -2.448 -4.147
52 O -4.012 -3.631 -3.988
53 O -4.295 -1.493 -3.321
54 C -4.955 -1.976 -2.144
55 H -2.332 -2.187 -6.954
56 H -2.031 -3.429 -5.733
57 H -3.599 -3.371 -6.588
58 H -4.284 -2.592 -1.552
59 H -5.851 -2.535 -2.409
60 H -5.238 -1.106 -1.561
61 C 0.475 10.787 0.629
62 O 1.433 9.871 1.161
63 C 1.234 8.603 0.803
64 O 0.347 8.201 0.098
65 O 2.186 7.860 1.361
66 C 2.093 6.466 1.060
67 H 0.750 11.772 0.993
68 H 0.505 10.786 -0.459
69 H -0.526 10.543 0.978
70 H 2.185 6.300 -0.012
71 H 1.155 6.057 1.429
72 H 2.917 5.981 1.567
73 C -2.200 -2.406 -10.162
74 O -1.161 -3.291 -9.742
75 C -0.216 -3.498 -10.659
76 O -0.183 -3.014 -11.758
77 O 0.683 -4.333 -10.143
78 C 1.763 -4.647 -11.024
79 H -2.898 -2.322 -9.333
80 H -1.800 -1.419 -10.388
81 H -2.726 -2.806 -11.027
82 H 2.320 -3.749 -11.285
83 H 1.396 -5.137 -11.923
84 H 2.416 -5.328 -10.487
85 C -0.378 -3.183 8.862
86 O 0.158 -1.874 8.662
87 C 0.652 -1.667 7.444
88 O 0.676 -2.466 6.546
89 O 1.116 -0.419 7.390
90 C 1.678 -0.071 6.127
91 H -0.743 -3.217 9.885
92 H -1.205 -3.367 8.180
93 H 0.394 -3.938 8.732
94 H 0.926 -0.142 5.342
95 H 2.531 -0.708 5.894
96 H 2.019 0.959 6.198

=====

Entry 3:
ORCA calculation (ωB97M-V with the def2-TZVPD basis set) on a structure of composition C60H40CrN8O2S4 in a non-equilibrium geometry.

Summary:
HOMO (alpha / beta) ... -0.667 / -1.754 eV
Largest force on an atom ... 0.0858 Eh/bohr
2S+1 ... 5
Net charge ... -2

CARTESIAN COORDINATES (ANGSTROEM)
1 Cr 16.221 13.159 10.022
2 C 10.493 8.153 10.330
3 C 10.751 8.971 11.440
4 C 11.884 9.745 11.459
5 C 12.664 9.836 10.329
6 C 12.508 8.922 9.339
7 C 11.439 8.025 9.318
8 C 13.639 10.875 10.432
9 C 15.050 10.551 10.669
10 C 15.369 9.186 10.968
11 C 16.660 9.165 11.493
12 C 17.203 10.451 11.284
13 N 16.134 11.324 10.951
14 C 18.560 10.801 11.199
15 C 18.982 12.023 10.785
16 C 20.387 12.470 10.822
17 C 20.377 13.767 10.505
18 C 19.025 14.099 10.116
19 C 18.538 15.441 9.891
20 C 19.313 16.418 9.061
21 C 18.843 17.690 8.699
22 C 19.610 18.514 7.925
23 C 20.888 18.121 7.467
24 C 21.350 16.838 7.797
25 C 20.610 16.066 8.605
26 C 17.410 15.880 10.604
27 N 16.313 15.018 10.988
28 C 15.438 15.806 11.699
29 C 14.069 15.385 11.860
30 C 13.122 16.298 12.529
31 C 12.542 15.881 13.750
32 C 11.516 16.600 14.264
33 C 11.036 17.748 13.678
34 C 11.564 18.157 12.445
35 C 12.613 17.427 11.909
36 C 13.472 14.298 11.334
37 C 12.034 13.883 11.534
38 C 11.922 12.657 11.066
39 C 13.251 12.212 10.622
40 N 14.107 13.204 10.821
41 C 15.993 17.093 11.977
42 C 17.103 17.137 11.170
43 N 18.168 13.088 10.342
44 C 19.528 9.822 11.768
45 C 19.336 9.414 13.079
46 C 20.279 8.677 13.741
47 C 21.495 8.404 13.195
48 C 21.740 8.804 11.898
49 C 20.824 9.538 11.174
50 H 9.551 7.544 10.309
51 H 10.124 8.930 12.386
52 H 12.225 10.300 12.365
53 H 13.230 8.937 8.470
54 H 11.455 7.204 8.581
55 H 14.792 8.295 10.911
56 H 17.189 8.220 11.676
57 H 21.220 11.964 11.251
58 H 21.104 14.533 10.583
59 H 17.865 17.944 9.022
60 H 19.171 19.471 7.645
61 H 21.418 18.834 6.906
62 H 22.247 16.417 7.336
63 H 20.999 15.115 8.835
64 H 13.001 14.978 14.106
65 H 10.962 16.216 15.164
66 H 10.349 18.412 14.141
67 H 11.118 19.013 11.925
68 H 12.982 17.599 10.915
69 H 11.266 14.489 12.015
70 H 11.126 12.001 11.225
71 H 15.500 17.998 12.449
72 H 17.768 17.929 10.962
73 H 18.350 9.683 13.489
74 H 20.043 8.300 14.668
75 H 22.302 7.928 13.804
76 H 22.732 8.708 11.514
77 H 20.949 9.887 10.184
78 S 18.593 12.720 7.080
79 C 17.590 14.039 7.162
80 N 16.728 14.346 8.099
81 C 15.968 15.473 7.792
82 C 14.971 16.166 8.517
83 C 14.496 17.359 8.146
84 C 15.010 18.002 6.973
85 C 15.936 17.355 6.210
86 C 16.274 16.123 6.607
87 S 17.568 15.212 5.828
88 H 14.608 15.562 9.354
89 H 13.809 17.896 8.771
90 H 14.796 19.027 6.761
91 H 16.378 17.738 5.291
92 N 7.403 11.687 9.214
93 C 8.678 12.083 8.736
94 C 9.009 13.418 8.664
95 C 10.249 13.750 8.098
96 C 10.970 12.821 7.442
97 C 10.758 11.499 7.649
98 C 9.570 11.145 8.288
99 S 12.412 13.378 6.526
100 O 12.119 14.787 6.289
101 O 12.467 12.590 5.280
102 N 13.702 13.277 7.379
103 C 14.524 12.224 7.300
104 S 14.509 10.894 6.160
105 C 15.763 10.043 6.943
106 C 16.246 10.806 7.927
107 N 15.548 11.994 8.193
108 H 7.129 12.146 10.033
109 H 7.358 10.706 9.314
110 H 8.433 14.155 9.249
111 H 10.513 14.744 7.974
112 H 11.474 10.763 7.238
113 H 9.430 10.062 8.437
114 H 15.990 9.027 6.696
115 H 17.056 10.619 8.625

=====

Entry 4:
ORCA calculation (ωB97M-V with the def2-TZVPD basis set) on a cluster of 2 separate species, C37H33NO3 in total in a non-equilibrium geometry.

Summary:
HOMO ... -6.015 eV
Largest force on an atom ... 0.0481 Eh/bohr
Net charge ... 0
Energy above the lowest of the compared OMol25 structures with the same formula, charge and spin ... 0.0 kJ/mol

CARTESIAN COORDINATES (ANGSTROEM)
1 C -4.316 -2.572 -0.724
2 C -2.975 -2.554 -1.398
3 O -2.472 -1.196 -1.304
4 C -1.585 -0.916 -2.293
5 C -1.266 0.522 -2.268
6 N -0.180 0.942 -2.825
7 C 0.366 2.149 -2.834
8 C 1.507 2.352 -3.718
9 C 2.430 3.401 -3.495
10 C 3.326 3.766 -4.495
11 C 3.386 3.020 -5.681
12 C 2.611 1.856 -5.821
13 C 1.710 1.490 -4.815
14 C -0.179 3.233 -2.010
15 C -0.111 4.587 -2.426
16 C -0.678 5.603 -1.654
17 C -1.359 5.293 -0.468
18 C -1.426 3.965 -0.037
19 C -0.849 2.954 -0.805
20 O -1.142 -1.743 -3.074
21 H -4.624 -3.613 -0.581
22 H -4.302 -2.049 0.244
23 H -5.057 -2.082 -1.369
24 H -2.241 -3.215 -0.909
25 H -3.056 -2.831 -2.460
26 H -2.082 1.159 -1.881
27 H 2.431 3.924 -2.535
28 H 3.972 4.634 -4.350
29 H 4.061 3.332 -6.481
30 H 2.712 1.238 -6.716
31 H 1.149 0.555 -4.880
32 H 0.394 4.833 -3.363
33 H -0.589 6.642 -1.978
34 H -1.842 6.075 0.121
35 H -1.935 3.691 0.891
36 H -0.925 1.925 -0.465
37 C 2.792 -5.302 -2.306
38 C 2.241 -4.055 -1.695
39 C 2.027 -2.920 -2.492
40 C 1.418 -1.796 -1.974
41 C 0.975 -1.747 -0.612
42 C 0.267 -0.616 -0.125
43 C -0.393 -0.561 1.142
44 C -1.003 -1.690 1.773
45 C -1.535 -1.609 3.050
46 C -1.486 -0.388 3.735
47 O -2.042 -0.295 5.013
48 C -1.179 -0.349 6.120
49 C -1.074 0.796 6.913
50 C -0.205 0.783 8.003
51 C 0.516 -0.370 8.319
52 C 0.374 -1.516 7.532
53 C -0.462 -1.514 6.412
54 C -0.947 0.758 3.134
55 C -0.429 0.667 1.856
56 C 1.342 -2.857 0.208
57 C 1.938 -3.987 -0.330
58 H 2.625 -6.166 -1.661
59 H 2.334 -5.497 -3.280
60 H 3.871 -5.226 -2.480
61 H 2.316 -2.952 -3.547
62 H 1.250 -0.929 -2.612
63 H 0.481 0.326 -0.617
64 H -1.041 -2.652 1.255
65 H -1.992 -2.473 3.540
66 H -1.645 1.679 6.624
67 H -0.095 1.690 8.596
68 H 1.197 -0.374 9.170
69 H 0.920 -2.428 7.769
70 H -0.570 -2.383 5.756
71 H -0.952 1.701 3.684
72 H 0.006 1.558 1.404
73 H 1.136 -2.822 1.279
74 H 2.162 -4.849 0.305

=====

Entry 5:
ORCA calculation (ωB97M-V with the def2-TZVPD basis set) on the ion C3H9N2 with charge +2 in a non-equilibrium geometry.

Summary:
HOMO (alpha / beta) ... -20.434 / -21.898 eV
Largest force on an atom ... 0.0812 Eh/bohr
2S+1 ... 2
Net charge ... +2
Energy above the lowest of the compared OMol25 structures with the same formula, charge and spin ... 163.0 kJ/mol

CARTESIAN COORDINATES (ANGSTROEM)
1 C -0.584 -0.852 -0.946
2 C -0.097 -0.120 0.193
3 C 1.035 0.597 0.392
4 N 1.807 0.992 -0.677
5 N -1.192 0.002 1.185
6 H -0.092 -1.149 -1.892
7 H -1.102 -1.695 -0.562
8 H -1.289 -0.192 -1.496
9 H 1.349 0.643 1.416
10 H 1.962 0.201 -1.221
11 H 2.580 1.610 -0.566
12 H -2.084 0.052 0.683
13 H -1.241 -0.901 1.706
14 H -1.052 0.813 1.785

=====

Entry 6:
ORCA calculation (ωB97M-V with the def2-TZVPD basis set) on the molecule CH5ClP2 in a non-equilibrium geometry.

Summary:
HOMO ... -10.015 eV
Largest force on an atom ... 0.0770 Eh/bohr
SMILES ... PC(P)Cl
Net charge ... 0
Energy above the lowest of the compared OMol25 structures with the same formula, charge and spin ... 40.1 kJ/mol

CARTESIAN COORDINATES (ANGSTROEM)
1 C 0.024 0.551 0.242
2 P -1.802 0.330 0.285
3 P 1.028 -1.129 0.096
4 Cl 0.607 1.336 1.822
5 H 0.319 1.232 -0.511
6 H -1.815 0.098 -1.127
7 H -1.624 -1.133 0.463
8 H 2.317 -0.388 -0.100
9 H 0.946 -0.899 -1.170

=====

Entry 7:
ORCA calculation (ωB97M-V with the def2-TZVPD basis set) on a cluster of 7 separate species, C10H34N8O10 in total in a non-equilibrium geometry.

Summary:
HOMO ... -9.296 eV
Largest force on an atom ... 0.0496 Eh/bohr
SMILES ... NC(N)=O.NC(N)=O.NC(N)=O.NC(N)=O.OCCO.OCCO.OCCO
Net charge ... 0
Energy above the lowest of the compared OMol25 structures with the same formula, charge and spin ... 47.3 kJ/mol

CARTESIAN COORDINATES (ANGSTROEM)
1 C -5.469 2.501 -3.605
2 C -4.818 3.803 -4.122
3 O -3.363 3.845 -4.127
4 O -5.340 2.171 -2.245
5 H -5.119 1.699 -4.283
6 H -6.558 2.641 -3.794
7 H -5.211 4.621 -3.506
8 H -5.161 3.900 -5.140
9 H -3.121 3.547 -3.275
10 H -4.397 2.316 -1.918
11 C -0.291 -2.608 0.167
12 C -1.399 -1.684 0.732
13 O -0.938 -0.366 0.911
14 O 0.235 -2.160 -1.079
15 H -0.688 -3.633 -0.053
16 H 0.460 -2.637 0.981
17 H -1.709 -2.105 1.724
18 H -2.264 -1.605 0.056
19 H -0.198 -0.307 1.534
20 H 0.275 -1.201 -0.951
21 C -1.542 2.830 2.821
22 C -0.126 2.650 2.270
23 O 0.506 1.470 2.783
24 O -2.390 1.701 2.709
25 H -2.061 3.701 2.324
26 H -1.474 3.067 3.893
27 H 0.424 3.567 2.485
28 H -0.152 2.556 1.122
29 H 0.153 1.099 3.629
30 H -2.410 1.124 1.943
31 C 0.932 -1.588 3.801
32 O -0.066 -0.944 4.150
33 N 1.053 -2.931 3.969
34 N 1.788 -0.980 2.963
35 H 1.935 -3.392 4.136
36 H 0.325 -3.431 4.496
37 H 1.793 0.021 3.023
38 H 2.595 -1.378 2.509
39 C 3.343 -4.545 0.404
40 O 3.509 -4.110 1.513
41 N 2.160 -5.081 -0.073
42 N 4.453 -4.550 -0.382
43 H 1.996 -5.193 -1.021
44 H 1.351 -4.880 0.475
45 H 4.481 -5.320 -1.064
46 H 5.282 -4.284 0.137
47 C 3.407 -0.372 -0.998
48 O 2.469 0.449 -0.892
49 N 3.343 -1.557 -1.683
50 N 4.671 -0.175 -0.362
51 H 2.452 -1.849 -2.075
52 H 3.914 -2.267 -1.324
53 H 4.532 0.756 0.050
54 H 5.445 -0.152 -0.994
55 C -0.899 2.617 -1.814
56 O -2.135 2.721 -1.563
57 N -0.062 1.712 -1.280
58 N -0.264 3.495 -2.597
59 H 0.958 1.752 -1.247
60 H -0.548 1.098 -0.614
61 H 0.710 3.534 -2.748
62 H -0.774 4.324 -2.883